119
Properties=species:S:1:pos:R:3:forces:R:3 method="wB97M-V/def2-TZVPD" homo_lumo_gap_ev=6.36 charge=-1 relative_energy_ev=0.000 largest_force_ev_per_a=1.74
C -6.310105 0.088428 -1.655220 0.6 -1.0 0.1
C -5.054768 -0.835812 -1.394786 0.2 1.3 0.2
C -4.257029 -0.396774 -0.112525 0.2 -0.9 -0.9
C -2.771813 -0.818398 -0.328306 -0.4 1.3 0.5
O -1.922410 -0.438972 0.734180 0.7 -1.1 -0.7
Al -0.353484 -1.467640 0.545503 -0.6 -0.3 0.0
C -0.808755 -3.257564 1.463960 0.4 0.6 0.0
O -0.026004 -1.828164 -1.248887 0.2 0.7 1.3
C 1.186398 -0.488153 1.439129 0.0 -0.1 -0.9
C 2.479675 -0.366256 0.542208 -0.6 0.5 1.5
C 3.479914 0.577317 1.297974 0.2 -0.7 -0.8
C 4.902871 0.629409 0.654805 0.1 0.3 1.2
C 5.703049 -0.677542 0.965199 -0.3 0.5 0.1
C 7.197158 -0.452422 1.319135 0.4 -0.9 -0.9
C 8.120420 -0.297007 0.071892 -0.1 0.4 0.4
O 8.596549 -1.561466 -0.391429 0.1 0.1 0.2
C 9.891078 -1.452063 -0.917362 0.9 -0.2 -0.6
H -6.540394 0.653368 -0.738018 -0.1 -0.2 -0.5
H -6.073184 0.789889 -2.474002 -0.3 -0.3 0.4
H -7.154201 -0.583105 -1.916982 0.2 0.7 0.0
H -4.355748 -0.671674 -2.243010 -0.4 -0.4 0.3
H -5.322723 -1.906737 -1.385306 0.1 0.4 0.1
H -4.345588 0.698669 -0.006813 0.1 -0.4 0.1
H -4.652024 -0.898617 0.790774 0.1 0.4 -0.3
H -2.770814 -1.919791 -0.513057 0.1 0.4 -0.1
H -2.420686 -0.266349 -1.233753 -0.3 -0.7 0.1
H -1.797279 -3.623013 1.109349 0.5 0.0 0.4
H -0.834693 -3.057121 2.557976 -0.3 -0.2 -0.6
H -0.015304 -4.020561 1.319363 -0.5 0.2 -0.1
H -0.763518 -2.286405 -1.640663 -0.3 -0.2 -0.2
H 0.827578 0.541030 1.680316 0.2 -0.6 0.0
H 1.437373 -1.009285 2.391687 -0.1 0.4 -0.4
H 2.203502 0.026916 -0.452891 0.3 -0.2 0.3
H 2.900049 -1.385044 0.424142 0.0 0.6 -0.1
H 3.061226 1.597099 1.421919 0.1 -0.5 -0.3
H 3.546121 0.162736 2.327104 0.2 0.3 -0.5
H 4.854093 0.882266 -0.420484 0.0 -0.3 0.4
H 5.445111 1.473297 1.145120 -0.2 -0.4 -0.3
H 5.581462 -1.380411 0.119705 0.3 0.2 0.4
H 5.222839 -1.157490 1.843575 0.2 0.2 -0.5
H 7.552380 -1.371035 1.833790 0.0 0.6 -0.1
H 7.374613 0.410620 1.986994 -0.4 -0.3 -0.2
H 9.010902 0.319119 0.330764 -0.6 -0.2 -0.1
H 7.563034 0.186024 -0.759280 0.3 0.0 0.4
H 9.965987 -0.726026 -1.759551 -0.2 -0.2 0.4
H 10.656868 -1.155602 -0.166182 -0.5 0.0 -0.1
H 10.218859 -2.429506 -1.319942 -0.4 0.3 0.2
C 14.316564 0.936067 2.472781 0.0 -0.1 0.2
C 13.386812 0.269109 1.470717 0.3 0.6 -0.2
C 14.019170 0.202131 0.088875 -0.1 -0.2 -0.1
O 12.158777 0.990638 1.401427 -0.2 -0.4 0.1
H 14.536199 1.964775 2.172143 0.0 -0.1 -0.1
H 13.847097 0.984630 3.456707 0.0 -0.1 0.0
H 15.258740 0.391391 2.562075 0.0 0.0 0.0
H 13.143299 -0.738936 1.811480 -0.2 0.1 0.0
H 14.228911 1.206709 -0.290182 0.1 0.0 0.1
H 13.338302 -0.270924 -0.621132 0.0 0.0 0.1
H 14.952611 -0.364140 0.107643 0.0 0.0 0.0
H 12.355524 1.883075 1.101967 0.0 0.1 0.0
C -6.890016 3.979938 -4.476998 0.0 -0.2 -0.2
C -7.038268 3.620850 -3.006064 0.2 0.6 -0.1
C -7.804794 4.694926 -2.249391 -0.2 0.0 0.2
O -5.751785 3.451981 -2.421915 0.0 -0.3 -0.1
H -6.331256 4.913409 -4.593295 -0.1 0.0 0.1
H -6.330907 3.205391 -5.005106 -0.1 0.0 0.0
H -7.864614 4.095780 -4.956840 0.0 0.0 0.0
H -7.557300 2.664926 -2.912642 0.2 0.0 0.1
H -7.275701 5.651297 -2.292347 0.0 0.0 -0.1
H -7.895607 4.428141 -1.195156 0.0 -0.1 0.0
H -8.806717 4.832069 -2.663337 0.0 0.0 0.0
H -5.280143 4.289418 -2.496704 -0.1 0.1 0.1
C -1.631981 6.145563 -1.171727 0.0 0.2 -0.1
C -2.746856 5.829731 -0.186111 0.4 -0.5 -0.1
C -2.255814 4.927573 0.935493 -0.1 0.0 0.2
O -3.827869 5.196959 -0.869961 -0.2 0.3 -0.1
H -1.257557 5.230353 -1.638536 0.0 0.0 0.1
H -2.001003 6.786282 -1.975537 0.0 0.0 0.1
H -0.798676 6.649751 -0.678205 0.0 0.0 0.0
H -3.137824 6.758745 0.234413 -0.2 -0.1 -0.1
H -1.902277 3.971849 0.539233 0.1 0.1 0.0
H -3.067513 4.703100 1.629208 0.0 0.1 0.0
H -1.440794 5.395968 1.491067 0.0 0.0 0.0
H -3.494178 4.374298 -1.246093 0.0 -0.1 0.2
C -9.322356 -0.235494 2.716969 -0.1 0.2 0.1
C -8.769267 -0.259844 1.299722 0.2 -0.6 0.3
C -9.198639 -1.518568 0.561289 -0.1 0.0 -0.2
O -7.347776 -0.188042 1.338520 -0.2 0.3 0.0
H -8.948547 -1.086944 3.293011 0.0 -0.1 -0.1
H -9.000206 0.667981 3.237782 0.0 0.0 -0.1
H -10.414412 -0.268152 2.716945 0.0 0.0 0.0
H -9.116377 0.621161 0.755577 0.2 0.0 0.0
H -8.820616 -2.411969 1.067003 -0.1 0.0 0.1
H -8.788763 -1.526975 -0.449384 0.0 0.1 0.0
H -10.287167 -1.588973 0.497974 0.0 0.0 0.0
H -7.024270 -0.959236 1.814642 0.1 0.0 0.0
C 1.322928 -1.670083 -4.264358 -0.2 -0.1 0.2
C 0.450021 -2.303840 -5.336232 0.5 0.7 -0.1
C 1.151582 -2.319414 -6.687338 -0.1 -0.2 -0.2
O -0.778543 -1.584841 -5.446711 -0.3 -0.4 -0.1
H 1.553115 -0.629282 -4.517455 0.1 0.0 -0.2
H 0.805508 -1.656776 -3.301105 0.1 -0.1 0.0
H 2.262249 -2.215864 -4.147726 0.0 0.0 0.0
H 0.195327 -3.324634 -5.044564 -0.2 0.1 0.0
H 1.374405 -1.300735 -7.019170 0.1 0.0 0.1
H 0.510398 -2.770051 -7.448883 0.0 0.0 0.0
H 2.086408 -2.882076 -6.640609 0.0 0.0 0.0
H -0.567928 -0.682467 -5.701422 0.1 0.1 0.1
C -3.913847 -4.727523 4.405325 -0.1 -0.2 -0.2
C -2.701798 -5.060297 5.262245 -0.2 0.7 0.0
C -2.927601 -4.669735 6.715976 0.1 -0.2 0.2
O -1.559770 -4.382865 4.754285 0.1 -0.5 0.2
H -4.113796 -3.652416 4.418279 0.0 0.0 0.1
H -3.733807 -5.004839 3.365692 0.0 0.0 0.0
H -4.805309 -5.252243 4.759015 0.0 0.0 0.0
H -2.490399 -6.129892 5.199178 0.1 0.1 -0.1
H -3.096063 -3.592699 6.805280 -0.1 0.0 -0.1
H -2.047204 -4.905899 7.316827 0.0 -0.1 0.0
H -3.789346 -5.192728 7.138167 0.0 0.0 0.0
H -1.729281 -3.436754 4.799192 0.0 0.1 -0.2

=====

124
Properties=species:S:1:pos:R:3:forces:R:3 method="wB97M-V/def2-TZVPD" homo_lumo_gap_ev=7.21 charge=+1 relative_energy_ev=4.981 largest_force_ev_per_a=3.11
Cd 24.464804 6.039936 1.843101 0.9 1.6 0.4
C 25.519289 9.080160 0.552541 1.9 -0.4 0.3
O 26.777791 9.477149 1.161617 -0.7 0.4 -0.1
O 25.159418 7.841237 1.083800 -0.3 2.4 0.0
C 24.561967 10.384015 0.689832 0.4 -2.1 -0.2
F 24.753798 11.074788 1.816411 0.1 0.1 0.3
F 24.622231 11.303376 -0.305722 0.1 -1.0 0.3
F 23.343377 9.837937 0.735106 -1.0 0.7 -0.2
C 27.628359 10.471123 0.510612 -0.5 -1.0 -0.1
C 28.512489 11.101287 1.569609 -0.4 -0.3 -1.1
H 27.942503 11.794570 2.188134 0.1 -0.4 0.3
H 28.970658 10.248330 2.070262 0.2 0.5 0.5
H 29.260531 11.691266 1.040023 0.3 -0.1 0.2
H 27.114134 11.220946 -0.090590 -0.5 0.0 0.2
H 28.203380 9.867066 -0.191228 0.4 0.2 -0.2
H 25.688238 8.883131 -0.506100 -0.1 0.6 -0.5
C 31.610784 10.826266 3.440820 1.5 0.4 0.4
C 32.892995 11.690118 3.819745 -1.6 0.0 0.1
C 33.091021 13.027998 3.087924 0.2 -0.1 0.8
O 32.895771 11.883713 5.234901 0.7 -0.3 0.1
H 30.673370 11.287106 3.752220 0.0 0.6 -0.5
H 31.597319 9.899540 4.014482 0.5 -0.1 0.0
H 31.666178 10.550236 2.387808 -0.4 0.2 -0.1
H 33.790039 11.123018 3.571136 -0.1 -0.3 0.4
H 32.306988 13.765797 3.258389 -0.6 -0.4 -0.6
H 33.387602 12.831164 2.057683 -0.4 0.4 -0.1
H 33.910693 13.558651 3.572307 0.5 -0.4 0.0
H 32.055804 12.193265 5.581628 -0.2 0.1 -0.4
C 30.373572 13.646541 -2.639703 -0.4 -0.7 2.0
C 29.239726 12.599287 -2.830487 0.6 -0.2 -0.8
C 27.827955 13.025719 -2.543976 -0.3 1.4 -0.5
O 29.283501 12.281128 -4.210024 -0.6 -0.5 -1.0
H 30.423872 13.913772 -1.584158 -0.2 0.4 0.3
H 30.291286 14.574312 -3.205881 -0.3 -0.4 -0.3
H 31.357741 13.193978 -2.760948 -0.1 -0.1 -0.6
H 29.338468 11.662405 -2.282215 0.9 0.0 0.5
H 27.031118 12.360834 -2.877286 0.4 -0.7 0.2
H 27.662226 13.887958 -3.189871 -0.2 0.5 0.4
H 27.683211 13.275615 -1.492931 0.0 0.2 -0.1
H 29.959249 11.625603 -4.397804 0.1 0.1 0.1
C 22.503352 7.049695 -1.663225 0.4 0.2 0.6
C 22.263402 6.122916 -0.465206 -1.5 0.0 -0.3
C 21.385523 4.940327 -0.894084 -0.1 0.6 0.2
O 23.543743 5.638950 0.083182 -1.4 -0.6 -1.3
H 22.842311 6.471686 -2.522942 -0.1 0.0 -0.1
H 23.248238 7.820934 -1.467173 0.2 -0.2 0.3
H 21.611667 7.627250 -1.907021 -0.2 -0.5 0.0
H 21.710925 6.606724 0.340270 0.6 0.4 0.2
H 21.980339 4.292926 -1.538407 -0.4 -0.2 -0.2
H 20.521695 5.381530 -1.391313 0.3 0.0 -0.7
H 20.859041 4.396316 -0.109883 0.8 -0.2 0.4
H 23.987750 5.297342 -0.696415 0.7 -0.1 -0.1
C 20.283419 9.930025 -1.137706 0.2 1.3 -0.3
C 20.025967 11.505034 -1.245947 0.7 -1.6 1.7
C 21.304885 12.292041 -0.847142 -0.3 -0.4 -0.5
O 19.474610 11.852775 -2.474042 0.4 0.4 -0.8
H 19.393030 9.323898 -0.970611 -0.3 0.3 -0.1
H 20.965497 9.696764 -0.320114 0.1 0.1 0.0
H 20.736026 9.626649 -2.081750 0.1 -0.1 0.0
H 19.293905 11.735068 -0.471827 -0.1 0.1 0.3
H 22.234272 12.031640 -1.353617 -0.2 -0.3 -0.6
H 21.520476 12.019225 0.185908 -0.2 0.3 0.2
H 21.182295 13.368864 -0.963465 -0.2 0.0 0.2
H 18.784208 11.221087 -2.688300 -0.1 0.0 0.0
C 22.588856 10.686569 5.838895 -1.0 0.8 0.1
C 22.073297 10.772588 4.383597 3.0 0.7 0.0
C 22.339131 12.151276 3.778379 -0.8 1.7 -0.1
O 22.946326 9.857147 3.671970 -1.0 -0.6 -0.2
H 22.427258 9.724027 6.324181 -0.4 0.0 -0.2
H 22.063018 11.475909 6.376058 -0.1 -0.2 0.5
H 23.648671 10.886682 5.996547 0.1 0.2 -0.7
H 20.993489 10.645444 4.306462 0.1 -1.0 -0.1
H 21.478291 12.796684 3.953031 0.1 0.3 1.0
H 22.329098 12.360471 2.708685 0.0 -1.5 -0.7
H 23.259898 12.677408 4.030309 0.0 -0.3 0.8
H 23.421378 10.414304 3.051079 0.0 -0.3 -0.1
C 26.859024 12.575333 6.479711 -0.8 -0.6 -0.6
C 27.462497 13.290502 5.265409 -1.5 0.0 -0.6
C 26.337960 13.985747 4.431769 0.4 0.7 1.4
O 28.401630 14.235841 5.745453 0.1 -0.1 -0.6
H 26.596451 13.272506 7.275381 0.5 0.1 0.1
H 27.457434 11.728311 6.815218 0.4 0.3 0.3
H 25.901903 12.116023 6.232598 -0.2 -0.1 -0.3
H 27.925849 12.571963 4.589308 0.4 -0.2 0.1
H 26.668920 14.783147 3.766395 0.4 -0.3 -0.1
H 25.746081 14.508535 5.183077 -0.4 0.1 0.0
H 25.662803 13.318241 3.896312 0.3 -0.3 0.1
H 29.032820 13.680708 6.209166 0.4 0.4 0.3
C 26.186036 9.167309 -3.613977 0.5 0.7 0.4
C 26.065245 7.757767 -4.052274 -0.1 -0.6 -1.9
C 27.280193 7.228505 -4.827837 -0.5 0.4 -1.4
O 25.898015 6.948674 -2.952666 -0.4 -0.8 1.8
H 25.216326 9.403382 -3.175747 0.2 0.6 0.1
H 26.493289 9.875517 -4.383475 -0.3 0.0 -0.2
H 26.971411 9.193764 -2.858611 0.0 0.3 0.3
H 25.124590 7.716126 -4.601388 0.1 -0.5 -0.6
H 27.547900 6.174213 -4.757794 -0.4 -0.1 0.9
H 28.161834 7.835155 -4.620996 0.0 0.0 -0.2
H 26.998486 7.247921 -5.880620 0.5 0.6 -0.3
H 26.781709 7.052559 -2.592237 0.3 -0.6 1.3
C 31.022483 6.399863 -1.221664 -1.7 1.7 0.8
C 29.801363 7.433956 -1.281340 1.5 0.0 -1.1
C 30.171569 8.596845 -2.222027 0.4 0.4 1.5
O 28.639441 6.879980 -1.852546 -0.5 -1.3 0.2
H 30.831187 5.640715 -0.463248 -0.3 -0.5 -0.6
H 31.864370 6.929517 -0.775786 0.3 0.2 -0.6
H 31.196103 6.080161 -2.249167 0.3 -0.4 0.3
H 29.547416 7.744771 -0.267926 0.0 0.3 -0.1
H 30.649479 8.287905 -3.151690 0.1 -0.2 0.2
H 30.841131 9.209509 -1.618341 0.4 0.4 -0.5
H 29.323319 9.228457 -2.485901 -0.2 -0.2 0.2
H 28.975657 6.167317 -2.400878 -0.4 -0.3 -0.3
C 25.631427 7.211660 5.762190 -0.8 0.0 -0.4
C 25.888535 7.456548 4.272423 -0.6 1.7 0.9
C 27.234953 8.029527 3.959265 0.8 -0.3 -0.2
O 25.609187 6.188735 3.600678 0.4 -0.3 0.2
H 26.297401 6.451103 6.169780 0.4 0.3 0.1
H 24.626827 6.820166 5.922229 -0.2 -0.1 -0.2
H 25.626913 8.136434 6.339142 0.6 0.0 -0.1
H 25.204558 8.196780 3.857297 -0.6 -0.4 0.1
H 28.026606 7.415140 4.388109 0.2 0.0 -0.1
H 27.329662 9.033060 4.374064 -0.2 0.0 0.3
H 27.374302 8.195511 2.891029 -0.1 -0.4 0.0
H 26.100344 5.545740 4.117323 0.0 -0.6 -0.2